# 1
An isolated molecule of C4H7ClN2O. Source: the OMol25 dataset; level of theory: ωB97M-V with the def2-TZVPD basis set.

The geometry in XYZ format:
```
15
Properties=species:S:1:pos:R:3:forces:R:3
N 0.127 -0.879 1.407 -0.6900 1.5621 -1.8500
C 0.185 -0.285 -0.005 -1.4736 -0.6028 2.1824
C -1.167 -0.487 -0.734 0.8118 -1.1159 0.1113
Cl -2.527 0.343 0.013 -0.1672 0.9330 -0.0730
C 0.752 1.154 0.141 -0.8992 0.6364 0.1477
N 2.030 1.218 0.152 -0.8080 -1.3347 -0.5904
O 2.509 -0.131 -0.171 -1.4680 0.7336 -0.1349
C 1.329 -0.801 -0.757 2.3111 -0.6423 -0.1696
H -0.224 -1.840 1.402 0.6518 0.3696 -0.0574
H 1.085 -0.746 1.674 0.3741 -0.8149 0.8989
H -1.547 -1.531 -0.601 1.0922 0.5601 -0.5458
H -0.988 -0.260 -1.807 -0.7440 0.0765 0.6687
H 0.088 2.060 0.237 1.0892 -1.0641 0.2204
H 1.574 -1.872 -0.807 -0.3740 0.3043 0.4793
H 1.207 -0.449 -1.752 0.2938 0.3991 -1.2875
```
Forces are in eV/Å.

Computed properties:
**Spin multiplicity**: 1
**Structure (SMILES)**: N[C@@]1(CCl)C=NOC1
**HOMO level**: -9.89 eV

***

# 2
An isolated molecule of C2H4N4O. Source: the OMol25 dataset; level of theory: ωB97M-V with the def2-TZVPD basis set.

The geometry in XYZ format:
```
11
Properties=species:S:1:pos:R:3:forces:R:3
N 1.486 -0.401 -1.401 0.2985 0.2355 -0.2338
C 0.818 0.251 -0.424 0.5101 0.2924 0.0803
N 1.226 0.545 0.773 0.2956 0.3619 -0.4806
N 0.075 0.901 1.475 -0.2885 -0.0752 -0.1161
C -0.898 0.756 0.643 0.3424 -0.5580 0.2649
N -2.044 -0.035 0.832 -0.2992 0.2167 0.3156
O -0.471 0.527 -0.647 0.1776 -0.5033 0.0586
H 0.998 -0.582 -2.264 0.1975 0.2006 0.1104
H 2.473 -0.220 -1.429 0.1346 -0.1308 -0.2337
H -1.588 -0.902 0.516 -1.0907 -0.2258 0.1325
H -2.153 -0.163 1.832 -0.2780 0.1860 0.1019
```
Forces are in eV/Å.

Computed properties:
**Spin multiplicity**: 1
**Structure (SMILES)**: Nc1nnc(N)o1
**HOMO level**: -8.64 eV

***

# 3
A structure of composition C20H30B2BrClF4N6O6Sn. Source: the OMol25 dataset; level of theory: ωB97M-V with the def2-TZVPD basis set.

The geometry in XYZ format:
```
71
Properties=species:S:1:pos:R:3:forces:R:3
Sn -0.917 -0.268 -0.188 0.0541 0.0031 0.4129
C 1.585 0.417 -4.335 0.0837 -0.0833 0.0319
C 1.413 0.099 -2.880 0.2562 -0.2912 0.1510
N 0.862 0.884 -2.038 -0.1117 -0.5444 -0.1176
O 0.488 2.104 -2.489 -0.3420 0.4537 0.0252
B 0.004 2.905 -1.337 0.3434 0.1635 -0.0758
F -0.295 4.167 -1.790 -0.1152 -0.3463 0.1973
F -1.135 2.235 -0.766 0.1405 0.3429 -0.0393
O 1.060 3.058 -0.276 -0.3143 0.3205 -0.4064
N 1.461 1.902 0.264 -0.2961 -0.1781 0.0503
C 2.683 1.895 0.627 0.3369 -0.1223 0.2541
C 3.650 3.036 0.505 0.0316 -0.0631 -0.0441
C 3.176 0.555 0.996 -0.0543 0.0338 0.0478
N 2.562 -0.268 1.792 0.0548 0.0069 0.1522
O 3.043 -1.544 1.852 -0.2815 0.1048 0.1130
B 2.341 -2.572 0.892 -0.1297 0.1783 0.0562
F 2.865 -3.768 1.292 0.0683 0.0427 -0.0684
F 0.961 -2.462 1.135 0.0628 -0.1959 -0.4910
O 2.663 -2.335 -0.515 -0.1974 -0.1451 0.1552
N 1.967 -1.264 -1.022 0.1533 0.2334 -0.0291
C 2.012 -1.159 -2.294 -0.1062 0.2371 -0.1260
C 2.689 -2.144 -3.196 -0.0818 0.0296 -0.1234
C 4.465 0.153 0.362 -0.0393 0.0344 -0.0217
H 1.102 1.362 -4.565 0.0069 0.0012 -0.0065
H 1.148 -0.373 -4.950 0.0423 0.0234 0.0336
H 2.643 0.487 -4.600 -0.0429 -0.0069 0.0077
H 3.097 3.951 0.319 -0.0079 0.0323 0.0138
H 4.340 2.882 -0.329 -0.0337 0.0249 0.0436
H 4.243 3.142 1.416 -0.0098 -0.0193 -0.0352
H 3.024 -3.001 -2.622 0.0114 -0.0101 0.0018
H 3.549 -1.689 -3.695 -0.0292 -0.0217 0.0108
H 1.999 -2.483 -3.974 0.0384 0.0444 0.0187
H 5.279 0.560 0.974 -0.0426 0.0064 -0.0371
H 4.537 0.589 -0.633 -0.0095 0.0045 0.0292
H 4.572 -0.919 0.308 0.0097 -0.1394 -0.0057
N -2.642 0.082 -1.931 0.1834 -0.1853 0.1548
C -4.069 -0.261 -1.750 -0.0030 0.0057 0.1301
C -4.892 0.909 -1.225 0.0632 0.0929 0.0231
C -4.260 1.659 -0.053 0.0251 -0.0671 -0.0441
C -4.004 0.776 1.175 0.1673 0.0457 -0.0792
N -2.563 0.775 1.503 -0.0963 -0.1117 -0.0750
H -2.530 0.973 -2.407 0.0607 0.0606 0.0828
H -2.210 -0.634 -2.504 -0.0050 -0.0703 -0.2083
H -4.114 -1.105 -1.061 0.0449 0.0178 0.0135
H -4.505 -0.589 -2.694 -0.0053 -0.0681 -0.0911
H -5.869 0.514 -0.930 -0.0085 0.0258 -0.0387
H -5.074 1.618 -2.037 0.0042 -0.0026 -0.0083
H -4.905 2.498 0.212 -0.0082 -0.0050 0.0000
H -3.307 2.092 -0.372 -0.1582 -0.0070 0.0389
H -4.280 -0.261 0.981 0.0105 0.0200 0.0173
H -4.605 1.117 2.020 -0.0018 0.0106 0.0797
H -2.394 0.207 2.328 0.0457 -0.0177 0.0534
H -2.244 1.717 1.707 0.0174 0.0138 0.0015
Cl -2.156 -4.836 1.559 -0.0207 0.1372 -0.1869
C -2.199 -4.285 -0.139 -0.0285 0.0900 0.1240
C -1.932 -2.797 -0.304 0.3203 0.0535 0.0294
O -1.250 -2.436 -1.307 -0.4986 -0.0622 0.3716
O -2.383 -1.974 0.548 0.2136 -0.1332 -0.4270
H -3.195 -4.499 -0.520 -0.0516 -0.0306 -0.0430
H -1.466 -4.848 -0.701 0.0711 -0.0156 -0.0174
Br -1.799 0.815 5.950 -0.0348 0.0079 0.0192
C -0.425 0.492 4.693 -0.0217 -0.0159 -0.0121
C 0.283 1.559 4.166 0.0287 0.0784 -0.0185
C 1.264 1.328 3.218 0.0920 0.0786 -0.0355
C 1.528 0.033 2.785 0.1422 -0.0358 -0.1960
C 0.864 -1.032 3.370 -0.0337 -0.1066 0.1235
C -0.127 -0.802 4.316 0.0181 -0.0441 -0.0411
H 0.076 2.568 4.494 0.0138 -0.0161 -0.0128
H 1.805 2.178 2.836 0.0145 -0.0041 -0.0247
H 1.100 -2.043 3.087 -0.0274 0.0974 0.1199
H -0.658 -1.639 4.748 0.0171 0.0084 -0.0015
```
Forces are in eV/Å.

Computed properties:
**Spin multiplicity**: 1
**HOMO level**: -8.41 eV

***

# 4
A structure of composition C22H47NOPbSSbSeSi3. Source: the OMol25 dataset; level of theory: ωB97M-V with the def2-TZVPD basis set.

The geometry in XYZ format:
```
78
Properties=species:S:1:pos:R:3:forces:R:3
Pb 0.041 -0.068 -2.161 -0.2328 -0.1097 0.8851
C -0.711 1.330 -6.066 -0.9355 0.9854 -0.3478
C -0.371 1.903 -4.717 0.6655 0.1741 -0.0286
C -1.285 2.435 -3.831 -2.0521 -0.0012 0.1147
C -0.967 2.955 -2.556 0.6149 -0.8294 -1.4981
C 0.385 2.944 -2.199 -0.1562 0.7761 0.4287
C 1.353 2.426 -3.077 -1.0936 0.6334 0.5060
C 0.951 1.915 -4.287 0.9196 -0.7591 -1.3233
H -0.494 1.981 -6.929 -0.0205 0.3230 0.5809
H -1.772 1.110 -6.132 -0.1554 -0.0618 0.0296
H -0.183 0.450 -6.326 0.6618 -1.1015 0.2381
H -2.353 2.374 -4.139 0.7676 0.2636 0.3660
H -1.788 3.297 -1.941 0.2842 0.1854 0.2142
H 0.691 3.430 -1.267 0.0236 -0.4000 -0.2758
H 2.384 2.471 -2.828 0.6981 -0.0353 0.2635
H 1.693 1.467 -4.965 -0.1472 0.3167 0.3632
C -3.638 -2.946 -0.696 0.3394 -0.9924 1.4380
S -3.239 -1.215 -0.792 -0.3232 0.6153 0.3106
C -4.825 -0.525 -0.225 -0.5190 -0.3349 -1.0536
H -4.321 -3.266 -1.463 -0.3562 -0.0261 -0.3425
H -4.094 -3.171 0.323 0.6898 0.1484 -1.2658
H -2.689 -3.521 -0.822 -0.7253 0.4259 0.2239
H -5.181 -0.877 0.732 0.2855 -0.4653 0.3580
H -5.611 -0.731 -0.974 0.3620 0.0313 0.3017
H -4.740 0.538 -0.138 0.2429 0.6101 -0.1025
C -2.790 1.807 1.311 0.8322 0.2990 0.2498
Si -1.048 2.354 2.005 -0.9169 -0.8438 0.8898
C -0.998 2.347 3.921 0.5313 0.1584 -0.7877
C -0.560 3.978 1.329 -0.3288 0.6238 -0.0560
Sb 0.505 0.584 0.973 -0.1328 -0.1310 -1.0386
Si 2.874 1.264 1.636 0.1320 1.1584 -0.0350
C 4.050 -0.140 1.878 -0.0353 0.0884 -0.9798
C 3.476 2.303 0.149 -0.5577 -0.8578 -0.0073
C 2.640 2.303 3.188 -0.1689 -0.5710 0.2405
Si 0.240 -1.447 2.418 1.3446 0.8968 1.1849
C 1.369 -2.859 2.185 -0.5447 -0.8615 0.0820
C -1.435 -2.052 2.475 -1.8315 -0.2717 -0.3125
C 0.789 -0.833 4.115 0.4527 0.7896 -0.6237
H -2.824 0.727 1.434 -0.1226 -0.1673 0.0734
H -2.862 1.986 0.227 0.1541 0.0838 0.2525
H -3.681 2.235 1.788 0.3655 0.0629 0.0230
H 0.005 2.441 4.360 -0.1640 0.2471 -0.3889
H -1.310 1.370 4.224 -0.6580 -0.5445 0.4058
H -1.636 3.120 4.357 -0.0687 -0.1423 -0.1043
H -1.233 4.722 1.829 0.6540 -0.3042 -0.7440
H -0.760 3.865 0.264 -0.2731 0.5676 -0.0950
H 0.490 4.260 1.417 -0.0968 0.0395 0.2886
H 3.896 -0.850 1.039 0.6346 0.4331 0.2976
H 3.940 -0.717 2.777 0.0061 -0.0376 0.5731
H 5.024 0.400 1.855 -0.3062 -0.8333 -0.0893
H 3.201 1.678 -0.714 0.3862 0.1387 0.0482
H 4.528 2.556 0.092 0.2938 -0.2382 0.1897
H 2.944 3.228 0.002 -0.4556 0.5074 0.2257
H 2.359 1.653 4.055 0.1246 0.6583 -0.6764
H 1.850 3.037 2.988 0.1740 -0.0738 0.2749
H 3.559 2.834 3.443 0.0092 0.0323 0.0194
H 1.541 -3.120 1.156 0.2171 -0.3374 -0.1739
H 0.873 -3.706 2.746 0.7137 0.7161 -0.5586
H 2.292 -2.574 2.662 0.5090 -0.2860 0.0638
H -1.883 -2.146 1.497 0.0047 -0.1161 -0.5489
H -2.128 -1.415 2.995 -0.2653 0.4622 0.4736
H -1.494 -3.025 2.935 0.1116 -0.4276 0.3212
H 1.854 -0.509 4.160 -0.5920 -0.4348 -0.2071
H 0.683 -1.727 4.710 -0.1361 -0.0661 0.7757
H 0.216 0.030 4.463 -0.0939 -0.4635 0.3201
C 0.735 -3.885 -3.102 -0.6108 0.9351 -0.6433
C 0.212 -3.535 -1.752 -0.5113 0.5249 0.5856
C 0.081 -4.642 -0.738 -0.5709 1.0242 0.7144
O -0.135 -2.368 -1.444 0.4778 -2.1502 -0.3646
H 1.543 -4.592 -3.054 0.5436 -0.1437 0.2236
H 1.040 -2.931 -3.580 -0.0837 -0.8161 -0.0891
H -0.045 -4.415 -3.702 0.2797 0.6037 0.4654
H 1.030 -4.853 -0.270 0.5920 -0.0289 -0.1721
H -0.354 -5.568 -1.060 -0.0351 -0.4075 -0.7723
H -0.549 -4.278 0.065 -0.1455 0.1608 0.2184
Se 2.749 -0.605 -2.337 0.3691 0.8584 -0.8950
C 2.931 -2.037 -1.284 -0.2788 0.5193 -0.3261
N 2.969 -2.958 -0.610 0.2337 -1.4059 0.8249
```
Forces are in eV/Å.

Computed properties:
**Total charge**: +1
**Spin multiplicity**: 1
**HOMO level**: -10.54 eV

***

# 5
A cluster of 8 separate species, C3H20NO7 in total. Source: the OMol25 dataset; level of theory: ωB97M-V with the def2-TZVPD basis set.

The geometry in XYZ format:
```
31
Properties=species:S:1:pos:R:3:forces:R:3
C -0.006 -1.016 -1.941 1.1623 0.5141 0.1538
C -1.300 -1.087 -1.770 -2.5883 -0.0972 2.2142
C 1.550 -0.809 -0.063 -3.0006 -1.6830 -2.4429
N 0.912 -0.299 -1.060 -0.2073 0.2293 1.1074
H 0.535 -1.300 -2.836 -0.4407 -0.2328 -0.1128
H -2.081 -0.852 -0.895 2.8446 -0.0783 -1.6936
H -1.844 -1.545 -2.546 -0.3270 -0.6250 -1.2039
H 2.050 -0.302 0.667 1.5036 1.8913 1.1709
H 1.410 -1.880 0.152 0.0775 0.4821 -0.5303
H 0.839 0.729 -1.324 0.6161 -0.7394 0.6797
H 0.235 2.545 3.086 0.4314 -0.4112 -0.4067
H -1.171 2.215 3.047 0.2420 -0.5222 -0.8877
O -0.372 2.076 2.485 -0.8053 0.8457 1.7151
H 0.237 3.508 1.319 0.3282 0.1521 -0.0642
H 1.373 4.068 0.340 0.1095 0.3727 0.4044
O 0.606 3.510 0.429 -0.3244 -0.4041 -0.7436
H -1.355 1.946 0.043 0.4799 2.3678 3.8435
H -1.740 1.815 -1.232 -0.0705 -0.8113 -0.8352
O -1.256 1.295 -0.575 -0.5697 -1.0548 -2.7203
H -2.752 -1.102 2.323 1.0128 -0.2234 -1.3165
H -2.802 -2.000 1.055 1.4472 1.6147 1.0311
O -2.212 -1.296 1.501 -2.5030 -1.4677 0.3495
H -0.164 2.352 -2.744 0.0550 0.0060 0.0926
H 1.294 2.368 -3.120 1.4856 1.0501 -1.0820
O 0.670 1.886 -2.633 -1.3111 -0.8850 0.7816
H 2.590 -2.295 2.738 -0.3723 -0.8315 -0.9909
H 3.180 -1.078 2.923 0.3009 0.5157 -1.3773
O 2.899 -1.602 2.132 0.2557 0.1905 2.7339
H -1.084 -3.673 -0.772 -2.2432 0.4494 -0.4628
H -0.078 -4.439 -0.022 0.2619 0.6356 -0.7818
O -0.163 -3.737 -0.710 2.1491 -1.2502 1.3749
```
Forces are in eV/Å.

Computed properties:
**Total charge**: +1
**Spin multiplicity**: 1
**HOMO level**: -13.40 eV

***

| no. | F_max (eV/A) |
| --- | --- |
| 1 | 2.70 |
| 2 | 1.12 |
| 3 | 0.62 |
| 4 | 2.23 |
| 5 | 4.54 |